{
  "formula": "C25H56IO6S",
  "method": "ωB97M-V with the def2-TZVPD basis set",
  "elements": ["C", "C", "C", "C", "C", "C", "C", "C", "C", "C", "S", "C", "I", "C", "C", "H", "H", "H", "H", "H", "H", "H", "H", "H", "H", "H", "H", "H", "H", "H", "H", "H", "H", "H", "H", "H", "H", "H", "H", "H", "H", "H", "H", "C", "O", "C", "C", "O", "C", "C", "O", "C", "H", "H", "H", "H", "H", "H", "H", "H", "H", "H", "H", "H", "H", "H", "C", "O", "C", "C", "O", "C", "C", "O", "C", "H", "H", "H", "H", "H", "H", "H", "H", "H", "H", "H", "H", "H", "H"],
  "coordinates": [[7.418904, 2.472320, 3.419165], [6.322355, 3.596054, 3.916041], [5.891768, 4.573203, 2.654056], [4.310677, 5.051648, 2.900529], [4.165121, 6.684268, 3.037047], [2.698936, 7.204711, 3.553987], [1.411566, 6.484080, 2.838904], [0.274517, 5.964775, 3.949799], [0.001915, 4.346997, 3.850770], [-1.110318, 3.815854, 4.973935], [-1.256606, 1.915686, 4.902795], [-1.009464, 1.310340, 3.112846], [-0.416346, -0.826394, 3.170960], [-2.461059, 1.428879, 2.311996], [-2.771406, 2.962461, 1.775630], [8.343173, 3.061360, 2.960572], [6.888149, 1.786202, 2.607358], [7.695508, 1.823882, 4.357381], [5.416099, 3.002998, 4.370360], [6.733012, 4.298308, 4.780017], [6.604706, 5.508885, 2.694566], [6.009808, 3.949919, 1.644470], [3.902019, 4.522956, 3.868876], [3.740355, 4.715666, 1.911819], [4.542279, 7.241527, 2.050837], [4.947341, 7.011227, 3.876831], [2.670867, 7.185965, 4.741035], [2.630320, 8.361751, 3.267993], [0.828472, 7.280933, 2.168876], [1.664035, 5.553768, 2.175521], [-0.751027, 6.530795, 3.731203], [0.590967, 6.227815, 5.063302], [0.967476, 3.681461, 3.956742], [-0.399882, 4.146446, 2.745087], [-2.204781, 4.233956, 4.744859], [-0.829267, 4.216186, 6.037004], [-0.154179, 1.399938, 5.656646], [-0.159976, 1.883076, 2.547243], [-3.296982, 1.151267, 3.085656], [-2.407114, 0.692597, 1.390302], [-2.630332, 3.776625, 2.635273], [-2.038134, 3.304396, 0.902383], [-3.914329, 3.062608, 1.454832], [1.964463, -4.168566, -4.208316], [1.343916, -4.270231, -2.937926], [2.252323, -4.553053, -1.874685], [2.021503, -3.619217, -0.678119], [2.328850, -2.238617, -0.898409], [1.498178, -1.521447, -1.817954], [0.033536, -1.344935, -1.398285], [-0.665043, -2.587938, -1.420885], [-1.478700, -2.814023, -0.280149], [2.030274, -5.159726, -4.664121], [1.339852, -3.531082, -4.840193], [2.956444, -3.712528, -4.150264], [3.297417, -4.475582, -2.202550], [2.069080, -5.585029, -1.561267], [2.696788, -3.944585, 0.122009], [1.018055, -3.729038, -0.272081], [1.579170, -1.946609, -2.817425], [1.940235, -0.520755, -1.889224], [-0.466165, -0.683573, -2.114056], [-0.008733, -0.873140, -0.407126], [-1.013330, -2.429361, 0.634731], [-1.606308, -3.891049, -0.161806], [-2.461377, -2.350886, -0.427836], [-1.977547, -5.392955, -3.088096], [-3.346589, -5.025491, -3.088859], [-3.566109, -3.623030, -2.945375], [-4.572109, -3.105012, -3.983025], [-4.135454, -3.143594, -5.345702], [-3.951455, -4.433987, -5.938106], [-5.219143, -5.281867, -6.100961], [-5.722455, -5.708928, -4.836890], [-7.126678, -5.559946, -4.694090], [-1.640671, -5.548452, -2.060077], [-1.879142, -6.333559, -3.637069], [-1.347987, -4.649121, -3.583810], [-2.629956, -3.055229, -3.028681], [-3.974079, -3.462401, -1.943106], [-4.748401, -2.045525, -3.762826], [-5.541466, -3.587595, -3.876752], [-3.166695, -4.983669, -5.420162], [-3.557769, -4.239102, -6.942551], [-4.974436, -6.185025, -6.670041], [-5.969915, -4.712682, -6.665890], [-7.491489, -4.649517, -5.183552], [-7.353466, -5.480060, -3.629918], [-7.636559, -6.439678, -5.104031]],
  "atomic_forces_ev_per_a": [[-0.7, 0.8, 0.4], [0.4, 0.0, -0.3], [-0.5, -0.5, 1.2], [0.5, 0.5, -1.3], [1.0, 0.0, 0.8], [0.4, 1.0, -0.6], [-1.3, 0.1, 0.5], [-0.3, 0.0, 0.4], [-0.4, -0.1, -0.6], [0.3, 2.0, -1.1], [0.5, 0.1, 0.2], [-0.2, 0.4, -1.7], [-0.3, 1.4, 0.3], [0.2, 0.9, 0.3], [0.0, 0.6, 0.4], [-1.9, -1.6, 1.0], [1.3, 1.5, 1.7], [-0.2, 1.2, -2.0], [1.5, 1.3, -1.0], [-0.7, -1.6, -1.8], [-1.4, -1.9, -0.4], [-0.3, 1.6, 2.2], [0.6, 1.0, -2.0], [0.8, 0.5, 2.4], [-1.1, -1.4, 2.0], [-1.6, -0.6, -1.8], [-0.1, -0.3, -2.6], [0.2, -2.5, 0.7], [1.5, -1.8, 1.3], [-0.2, 1.9, 1.2], [2.1, -1.3, 0.6], [-0.6, -0.5, -2.4], [-1.7, 1.6, 0.0], [0.7, 0.3, 2.5], [2.4, -1.2, 0.4], [-0.4, -1.4, -1.8], [-1.0, 0.9, -1.3], [-1.6, -1.0, 1.4], [1.6, 0.2, -1.7], [-0.2, 1.4, 2.1], [-0.3, -1.9, -1.7], [-1.7, -1.0, 1.8], [2.7, -0.4, 0.5], [-0.4, -0.1, 0.0], [0.6, 0.3, 0.1], [-0.4, 0.3, 0.1], [0.3, -0.2, 0.0], [-0.4, -0.1, -0.2], [0.0, 0.1, 0.1], [0.2, -0.4, -0.4], [0.1, 0.2, 0.7], [0.1, 0.0, -0.4], [0.2, 0.0, -0.1], [0.0, -0.1, 0.1], [0.0, -0.1, 0.0], [-0.2, 0.1, 0.0], [0.2, 0.0, 0.2], [0.1, 0.1, -0.2], [-0.2, -0.1, -0.2], [-0.3, -0.1, 0.0], [0.0, -0.1, 0.2], [0.2, 0.2, 0.0], [0.0, -0.2, 0.0], [0.0, 0.0, -0.1], [-0.1, 0.0, -0.1], [0.0, 0.0, 0.2], [-0.2, -0.2, 0.0], [0.3, 0.5, -0.2], [-0.3, -0.3, -0.5], [0.1, 0.1, 0.1], [-0.1, -0.3, 0.3], [-0.1, 0.0, -0.2], [0.3, 0.0, 0.4], [-0.3, 0.5, -0.2], [0.3, -0.2, 0.0], [0.3, 0.0, 0.0], [-0.1, 0.0, 0.1], [0.0, 0.0, 0.2], [-0.1, -0.2, -0.1], [-0.1, 0.3, 0.1], [0.2, 0.0, -0.1], [0.1, -0.3, 0.1], [-0.2, -0.1, 0.2], [-0.2, 0.1, 0.1], [0.1, 0.1, -0.2], [0.0, 0.0, 0.2], [0.0, -0.1, 0.0], [0.1, -0.1, 0.0], [-0.1, 0.2, 0.0]],
  "lowdin_charge": [-0.157, -0.290, -0.212, -0.226, -0.229, -0.214, -0.189, -0.200, -0.259, -0.358, 0.945, -0.912, 0.879, -0.312, -0.127, 0.091, 0.085, 0.076, 0.093, 0.117, 0.114, 0.118, 0.101, 0.105, 0.129, 0.120, 0.115, 0.120, 0.123, 0.094, 0.125, 0.117, 0.123, 0.101, 0.114, 0.120, 0.046, 0.076, 0.117, 0.113, 0.060, 0.103, 0.107, -0.105, -0.220, -0.174, -0.168, -0.126, -0.165, -0.176, -0.218, -0.115, 0.090, 0.090, 0.088, 0.125, 0.126, 0.127, 0.103, 0.109, 0.128, 0.127, 0.100, 0.010, 0.092, 0.083, -0.102, -0.194, -0.188, -0.168, -0.123, -0.169, -0.183, -0.208, -0.111, 0.080, 0.093, 0.081, 0.112, 0.114, 0.124, 0.105, 0.105, 0.127, 0.125, 0.123, 0.086, 0.086, 0.089],
  "lumo_energy_ev": -4.1,
  "e_homo_ev": -10.17,
  "orbital_gap_ev": 6.1,
  "mol_weight_da": 611.69,
  "total_charge": 1
}


{
  "formula": "C25H57BFN3O9",
  "method": "ωB97M-V with the def2-TZVPD basis set",
  "elements": ["C", "C", "C", "B", "F", "C", "O", "C", "O", "C", "C", "O", "H", "H", "H", "H", "H", "H", "H", "H", "H", "H", "H", "H", "C", "O", "C", "C", "N", "C", "C", "O", "C", "H", "H", "H", "H", "H", "H", "H", "H", "H", "H", "H", "H", "H", "H", "H", "C", "O", "C", "C", "N", "C", "C", "O", "C", "H", "H", "H", "H", "H", "H", "H", "H", "H", "H", "H", "H", "H", "H", "H", "C", "O", "C", "C", "N", "C", "C", "O", "C", "H", "H", "H", "H", "H", "H", "H", "H", "H", "H", "H", "H", "H", "H", "H"],
  "coordinates": [[8.109175, -0.536819, 0.505046], [7.718361, -0.394729, -0.621638], [7.191390, -0.299863, -1.984522], [5.685568, 0.176278, -1.910634], [4.760242, -0.577177, -2.499090], [5.210864, 1.477793, -1.157859], [3.804160, 1.666294, -1.216747], [3.164887, 1.245286, -0.029732], [1.799789, 1.269316, -0.210364], [1.287730, 0.305138, -1.124575], [1.437742, -1.134428, -0.658486], [0.820750, -1.965410, -1.637137], [8.463311, -0.391364, 1.497557], [7.797962, 0.410470, -2.553863], [7.275205, -1.278169, -2.463579], [5.575558, 1.437774, -0.123477], [5.696152, 2.347389, -1.616433], [3.543267, 0.246986, 0.241251], [3.396766, 1.936257, 0.788521], [1.726466, 0.403850, -2.120227], [0.225022, 0.529964, -1.214009], [2.488261, -1.413562, -0.540636], [0.951446, -1.285436, 0.309957], [1.455474, -2.611229, -1.951641], [-5.013516, 5.186341, -0.044862], [-3.872626, 5.210206, 0.795852], [-4.058373, 4.553840, 2.042021], [-3.323923, 3.231131, 2.099820], [-3.946137, 2.244147, 1.226505], [-3.177564, 1.020108, 1.026159], [-1.787757, 1.120878, 0.408980], [-1.774978, 1.495932, -0.956285], [-1.872729, 2.885597, -1.206585], [-4.842312, 5.906762, -0.845240], [-5.170608, 4.201249, -0.488332], [-5.914281, 5.467786, 0.502723], [-5.123748, 4.407145, 2.247075], [-3.653753, 5.212775, 2.815595], [-3.351628, 2.855794, 3.127965], [-2.273537, 3.426479, 1.845178], [-4.126649, 2.667551, 0.326073], [-3.773028, 0.366825, 0.383357], [-3.084094, 0.513077, 1.992754], [-1.352682, 0.117794, 0.440828], [-1.115698, 1.769591, 0.983704], [-1.363873, 3.470797, -0.436442], [-2.912332, 3.216196, -1.282934], [-1.391707, 3.076717, -2.165856], [11.449307, -6.997419, 1.936361], [10.541070, -7.554597, 1.009838], [9.257038, -7.859324, 1.537114], [8.196041, -6.923653, 0.999820], [8.357847, -5.575361, 1.523849], [7.532085, -4.557697, 0.882176], [7.699379, -4.310918, -0.612525], [8.928608, -3.715842, -0.976391], [10.018351, -4.607047, -1.109877], [12.434134, -7.012751, 1.472534], [11.202974, -5.960340, 2.190928], [11.486764, -7.583967, 2.859274], [9.273758, -7.840142, 2.631204], [9.012102, -8.877179, 1.221871], [7.212611, -7.302053, 1.296243], [8.250850, -6.962897, -0.096700], [9.328945, -5.304195, 1.444207], [7.733119, -3.610833, 1.389029], [6.480957, -4.801507, 1.071748], [6.928925, -3.589909, -0.900501], [7.522603, -5.213358, -1.211666], [9.703414, -5.579279, -1.499019], [10.547476, -4.753927, -0.163665], [10.721101, -4.159385, -1.812624], [-11.788620, 1.460038, 1.576438], [-11.331202, 1.032525, 0.310841], [-11.926485, 1.692682, -0.797597], [-10.944553, 2.609076, -1.494697], [-10.617830, 3.765333, -0.672594], [-9.506190, 4.575929, -1.157279], [-8.135055, 3.925419, -1.304215], [-7.510726, 3.581590, -0.083745], [-7.913245, 2.351822, 0.492819], [-11.423212, 0.744057, 2.310621], [-11.410196, 2.453179, 1.843934], [-12.881806, 1.479853, 1.618950], [-12.818772, 2.244453, -0.485950], [-12.238624, 0.919130, -1.504410], [-11.393128, 2.956771, -2.430647], [-10.062349, 2.007262, -1.751913], [-10.409229, 3.454241, 0.266887], [-9.395644, 5.416412, -0.467481], [-9.788660, 4.998641, -2.127451], [-7.478859, 4.667475, -1.769698], [-8.152086, 3.059314, -1.977461], [-8.146493, 1.605081, -0.270989], [-8.777179, 2.472173, 1.152843], [-7.077333, 1.991800, 1.093835]],
  "atomic_forces_ev_per_a": [[-0.1, 0.7, -0.1], [0.1, -0.2, 0.0], [0.0, -0.1, 0.3], [-0.1, 0.1, 0.0], [0.0, -0.1, 0.0], [0.0, -0.3, -0.2], [0.0, 0.2, 0.1], [0.2, 0.0, -0.1], [0.0, -0.1, 0.2], [-0.3, -0.1, -0.2], [0.2, -0.1, 0.0], [-0.1, 0.0, 0.1], [0.0, -0.4, 0.0], [0.0, 0.0, 0.0], [0.0, 0.1, -0.1], [0.0, 0.1, 0.0], [0.0, 0.0, 0.1], [-0.1, 0.0, 0.0], [-0.1, 0.0, 0.0], [0.2, 0.1, 0.1], [0.1, 0.0, -0.1], [0.0, 0.0, 0.0], [0.0, 0.1, 0.0], [0.0, 0.0, 0.0], [0.3, 0.2, -0.1], [-0.1, 0.0, 0.0], [0.1, 0.1, 0.1], [0.0, -0.1, -0.1], [0.1, 0.1, -0.1], [-0.2, 0.0, 0.0], [0.1, -0.1, 0.1], [-0.2, 0.1, 0.1], [0.1, -0.1, -0.1], [0.1, 0.0, 0.0], [-0.1, 0.0, 0.0], [0.0, 0.0, 0.0], [0.0, 0.0, 0.0], [0.0, 0.0, 0.0], [0.0, 0.0, 0.0], [0.0, 0.0, 0.1], [0.0, 0.0, 0.0], [0.0, 0.0, 0.0], [0.0, 0.0, 0.0], [0.0, 0.0, 0.0], [-0.1, 0.1, 0.0], [0.0, 0.0, 0.0], [0.0, 0.0, 0.1], [0.0, 0.0, 0.0], [0.0, 0.0, -0.1], [0.0, 0.1, 0.0], [-0.1, -0.1, 0.0], [0.1, 0.1, 0.0], [0.1, 0.0, -0.1], [0.0, 0.0, 0.2], [-0.2, 0.1, -0.1], [0.1, -0.1, 0.0], [0.1, 0.1, 0.0], [0.0, 0.0, 0.0], [0.0, 0.0, 0.1], [0.0, 0.0, 0.0], [0.0, 0.1, 0.0], [0.0, 0.0, 0.0], [0.0, 0.0, 0.0], [0.0, -0.1, 0.0], [0.0, 0.0, 0.0], [0.0, 0.0, 0.0], [0.0, 0.0, 0.0], [0.0, 0.0, 0.0], [0.1, -0.1, 0.1], [0.0, 0.0, 0.0], [0.0, -0.1, 0.0], [0.0, 0.0, 0.0], [0.0, -0.1, 0.0], [0.0, 0.1, 0.1], [-0.1, -0.1, -0.1], [0.1, 0.1, 0.1], [0.1, -0.1, 0.0], [-0.1, 0.1, 0.1], [0.1, 0.1, -0.1], [-0.2, -0.1, 0.0], [0.1, 0.0, 0.1], [0.0, 0.0, 0.0], [-0.1, 0.0, 0.0], [0.0, 0.0, 0.0], [0.0, 0.1, 0.0], [0.0, 0.0, 0.0], [0.0, 0.0, 0.0], [0.0, 0.0, -0.1], [0.0, 0.0, 0.0], [0.0, 0.0, 0.0], [0.0, 0.0, 0.0], [0.0, 0.0, 0.0], [-0.1, 0.0, 0.1], [0.0, 0.0, 0.0], [-0.1, 0.0, -0.1], [0.0, 0.0, 0.0]],
  "lowdin_charge": [0.114, -0.165, -0.086, -0.403, 0.214, -0.104, -0.106, -0.274, -0.075, -0.169, -0.233, -0.053, 0.030, 0.120, 0.111, 0.119, 0.131, 0.131, 0.144, 0.133, 0.104, 0.109, 0.120, 0.082, -0.117, -0.185, -0.214, -0.213, -0.046, -0.195, -0.227, -0.198, -0.086, 0.091, 0.063, 0.085, 0.121, 0.121, 0.123, 0.106, 0.069, 0.121, 0.118, 0.117, 0.117, 0.093, 0.072, 0.091, -0.117, -0.193, -0.218, -0.219, -0.050, -0.199, -0.229, -0.188, -0.097, 0.088, 0.077, 0.087, 0.122, 0.121, 0.124, 0.105, 0.069, 0.111, 0.119, 0.112, 0.113, 0.089, 0.073, 0.088, -0.116, -0.192, -0.218, -0.218, -0.051, -0.198, -0.225, -0.219, -0.083, 0.089, 0.077, 0.087, 0.122, 0.121, 0.124, 0.105, 0.069, 0.121, 0.118, 0.118, 0.115, 0.091, 0.073, 0.082],
  "relative_energy_kcal_mol": 0.0,
  "lumo_energy_ev": 0.5,
  "e_homo_ev": -8.49,
  "orbital_gap_ev": 9.0,
  "mol_weight_da": 573.55,
  "smiles": "C#CCB(F)COCOCCO.COCCNCCOC.COCCNCCOC.COCCNCCOC",
  "total_charge": 0
}